C4H7NO | ωB97M-V/def2-TZVPD

```
13
Properties=species:S:1:pos:R:3:forces:R:3:mulliken_charge:R:1
C -1.422703 -0.612777 0.442371 0.1 0.1 0.0 -1.097
C -0.187197 -0.646711 -0.374860 -0.1 0.0 0.0 0.234
C 0.211095 0.432558 -1.232786 -0.1 -0.2 -0.2 -0.386
N 0.637766 1.273124 -0.081986 0.3 0.1 0.3 -0.550
C 1.468516 0.751584 0.807842 -0.1 0.0 0.0 0.145
O 1.628882 -0.441172 1.122411 -0.1 0.2 -0.1 -0.591
H -1.169962 -0.799697 1.491763 0.0 0.0 -0.1 0.299
H -2.076359 -1.435207 0.120330 0.1 0.1 0.0 0.366
H -1.950931 0.339001 0.357058 0.1 -0.1 0.0 0.318
H 0.402910 -1.553198 -0.332702 -0.1 0.1 0.0 0.312
H 1.025021 0.201061 -1.926109 -0.1 0.0 0.1 0.252
H -0.603160 0.959034 -1.735712 0.1 -0.1 0.1 0.286
H 2.036125 1.532400 1.342382 -0.1 -0.1 0.0 0.412
```
Positions in Å, forces in eV/Å.

HOMO energy = -0.3285 Ha
Charge = 0
Kohn-Sham gap = 8.609 eV

C5H11N | ωB97M-V/def2-TZVPD

```
17
Properties=species:S:1:pos:R:3:forces:R:3:mulliken_charge:R:1
C 0.350153 -2.551506 1.102041 -0.2 0.5 0.2 -1.100
C 0.208300 -1.483322 0.042799 -2.1 -0.5 -4.1 -0.508
C -0.756411 -0.248587 0.148496 1.0 0.6 -0.2 -0.358
C 0.001195 1.036110 0.578689 3.1 -1.0 0.6 -0.674
C -0.267683 2.165258 -1.435241 3.2 -1.3 3.3 -0.371
N 0.646802 1.588983 -0.610779 -4.1 1.6 -3.9 -0.419
H 0.897526 -3.410895 0.731627 0.2 0.0 -0.3 0.327
H 0.945292 -2.120122 1.881533 -0.1 -0.2 1.2 0.336
H -0.636625 -2.964214 1.390579 0.5 0.6 0.3 0.291
H 1.154721 -1.075537 -0.406795 -0.7 -0.8 0.5 0.347
H -0.359323 -2.103003 -0.772741 1.4 1.1 0.6 0.210
H -1.274955 0.081155 -0.820142 0.9 -1.1 1.1 0.329
H -1.548080 -0.453595 0.822570 -0.8 -0.3 1.0 0.373
H 0.937869 0.831752 1.243398 -2.0 -0.1 -0.6 0.243
H -0.603433 1.731300 1.094515 -1.0 0.9 0.5 0.400
H -0.015245 2.325972 -2.476121 0.2 0.4 0.1 0.283
H -1.238695 2.526584 -1.033670 0.3 -0.6 -0.4 0.292
```
Positions in Å, forces in eV/Å.

HOMO energy = -0.3568 Ha
Charge = 0
Kohn-Sham gap = 10.565 eV

C4H13O3 | ωB97M-V/def2-TZVPD

```
20
Properties=species:S:1:pos:R:3:forces:R:3:mulliken_charge:R:1
C 0.742974 -0.592863 1.356332 -1.7 -0.2 -1.1 -0.497
O 1.199910 0.713775 1.284538 0.2 0.6 0.1 -0.566
C -0.322435 -0.873516 0.270209 0.0 0.1 -0.6 -0.876
C -1.416505 0.173167 0.113670 -1.3 -0.4 1.1 0.014
C -2.671639 -0.385832 -0.581811 -0.3 0.1 -0.7 -1.325
H 1.518429 -1.349275 1.234038 0.3 0.0 0.2 0.252
H 0.206334 -0.728098 2.295737 0.3 -0.1 0.5 0.347
H -0.887925 -1.782245 0.403230 0.2 -0.8 0.7 0.508
H 0.160554 -1.026680 -0.688927 0.3 0.2 -0.3 0.282
H -1.106594 0.989987 -0.530328 0.3 0.5 0.6 0.216
H -1.764600 0.477532 1.133421 0.7 0.3 -0.7 0.189
H -3.593327 0.191878 -0.410499 0.5 0.4 -0.2 0.326
H -3.030510 -1.389797 -0.364411 0.6 -0.4 0.5 0.362
H -2.423033 -0.384280 -1.642981 -0.5 -0.1 -0.3 0.310
H 2.748360 1.007943 -0.908501 1.2 -0.4 0.1 0.436
H 3.216265 0.573354 0.465607 0.5 -0.1 0.0 0.336
O 3.664902 0.638975 -0.391403 -1.2 0.3 -0.3 -0.844
H 1.154317 1.058143 0.340158 0.2 -0.3 -0.1 0.380
H 1.111791 1.206832 -2.114378 0.3 0.0 0.6 0.153
O 1.492741 1.480994 -1.263695 -0.7 0.1 -0.3 -1.004
```
Positions in Å, forces in eV/Å.

HOMO energy = -0.1592 Ha
Charge = -1
Kohn-Sham gap = 7.983 eV

C6H13N | ωB97M-V/def2-TZVPD

```
20
Properties=species:S:1:pos:R:3:forces:R:3:mulliken_charge:R:1
C -0.769889 2.481319 -0.879635 0.8 0.6 -0.9 -0.988
C -0.152664 2.198118 0.519063 0.3 -0.8 -0.8 -0.565
C 0.622334 0.833080 0.475317 0.0 -0.5 0.2 -0.769
N 1.533139 -1.974315 0.371953 0.5 1.6 -1.6 -0.515
C 0.229535 -1.607632 0.003634 -2.0 -2.0 0.8 0.390
C -0.267738 -0.367553 0.063597 1.6 1.9 1.3 -0.254
C -0.697994 -2.789803 -0.403414 1.2 1.1 0.0 -1.160
H 0.085147 2.398972 -1.566094 -0.2 0.2 -0.1 0.261
H -1.507368 1.799981 -1.315577 0.1 -0.4 0.8 0.283
H -1.215629 3.479288 -1.085704 0.5 -0.3 0.8 0.314
H 0.617474 2.954584 0.754337 -0.7 0.0 0.0 0.277
H -0.928737 2.190192 1.271965 -0.1 0.0 0.4 0.322
H 1.070456 0.494350 1.439047 -0.3 0.9 0.0 0.388
H 1.506450 1.013777 -0.153514 -0.3 -0.3 -0.3 0.372
H 2.046191 -1.113573 0.519709 0.4 -0.4 0.3 0.264
H 1.702090 -2.650090 1.095425 -0.5 -0.2 -0.1 0.219
H -1.217801 -0.103172 0.512263 -1.0 -0.8 -1.4 0.233
H -0.493329 -3.673694 0.180832 -0.2 -0.3 0.5 0.364
H -0.418532 -3.074483 -1.425054 -0.2 0.2 0.0 0.260
H -1.743135 -2.489345 -0.378151 0.0 -0.1 0.1 0.305
```
Positions in Å, forces in eV/Å.

HOMO energy = -0.2887 Ha
Charge = 0
Kohn-Sham gap = 8.923 eV

Copy entry 1 word for word.
C4H7NO | ωB97M-V/def2-TZVPD

```
13
Properties=species:S:1:pos:R:3:forces:R:3:mulliken_charge:R:1
C -1.422703 -0.612777 0.442371 0.1 0.1 0.0 -1.097
C -0.187197 -0.646711 -0.374860 -0.1 0.0 0.0 0.234
C 0.211095 0.432558 -1.232786 -0.1 -0.2 -0.2 -0.386
N 0.637766 1.273124 -0.081986 0.3 0.1 0.3 -0.550
C 1.468516 0.751584 0.807842 -0.1 0.0 0.0 0.145
O 1.628882 -0.441172 1.122411 -0.1 0.2 -0.1 -0.591
H -1.169962 -0.799697 1.491763 0.0 0.0 -0.1 0.299
H -2.076359 -1.435207 0.120330 0.1 0.1 0.0 0.366
H -1.950931 0.339001 0.357058 0.1 -0.1 0.0 0.318
H 0.402910 -1.553198 -0.332702 -0.1 0.1 0.0 0.312
H 1.025021 0.201061 -1.926109 -0.1 0.0 0.1 0.252
H -0.603160 0.959034 -1.735712 0.1 -0.1 0.1 0.286
H 2.036125 1.532400 1.342382 -0.1 -0.1 0.0 0.412
```
Positions in Å, forces in eV/Å.

HOMO energy = -0.3285 Ha
Charge = 0
Kohn-Sham gap = 8.609 eV